Version A
DFT (the ωB97M-V functional and the def2-TZVPD basis) results for the molecule C5H14N2O.

Geometry as ORCA input:
```
! RIJCOSX wB97M-V def2-TZVPD def2/J DEFGRID3
* xyz 0 1
C 0.058 -1.960 0.802
C -0.421 -0.526 0.989
C -0.557 0.311 -0.304
C -1.452 -0.384 -1.333
N -1.243 1.543 0.059
N 0.727 0.607 -0.960
C 1.902 0.804 -0.135
O 1.843 1.937 0.667
H 0.212 -2.429 1.773
H 0.990 -1.999 0.244
H -0.677 -2.554 0.264
H 0.230 0.070 1.719
H -1.401 -0.534 1.466
H -1.062 -1.361 -1.607
H -1.507 0.230 -2.230
H -2.452 -0.495 -0.922
H -0.763 2.043 0.799
H -1.284 2.157 -0.748
H 0.928 -0.074 -1.679
H 2.768 0.921 -0.792
H 2.006 -0.072 0.561
H 1.157 1.766 1.369
*
```

The structure (SMILES) is CC[C@@](C)(N)NCO. The orbital gap is 9.813 eV. The LUMO energy comes out at 0.9 eV. For the HOMO energy, the calculation gives -8.9 eV.



Version B
DFT (the ωB97M-V functional and the def2-TZVPD basis) results for the molecule C5H14N2O.

Geometry as ORCA input:
```
! RIJCOSX wB97M-V def2-TZVPD def2/J DEFGRID3
* xyz 0 1
C 3.304 0.648 -0.162
O 1.978 0.826 -0.549
C 0.987 -0.295 -0.159
C -0.340 0.388 -0.325
C -0.636 1.449 0.721
N -1.113 -0.887 -0.239
C -2.386 -0.835 -0.940
N -1.211 -1.422 1.068
H 3.738 -0.274 -0.579
H 3.883 1.500 -0.529
H 3.404 0.603 0.936
H 1.192 -1.076 -0.897
H 1.190 -0.586 0.876
H -0.426 0.784 -1.338
H 0.136 2.209 0.640
H -1.632 1.865 0.572
H -0.569 1.037 1.725
H -2.786 -1.848 -1.026
H -3.122 -0.203 -0.424
H -2.226 -0.448 -1.944
H -1.994 -1.012 1.583
H -1.370 -2.423 0.992
*
```

The structure (SMILES) is COC[C@H](C)N(C)N. The orbital gap is 9.602 eV. The LUMO energy comes out at 1.0 eV. For the HOMO energy, the calculation gives -8.6 eV.



Taking the most stable structure as the zero point, the relative energies in kJ/mol are version A 0.0; version B 186.1.



Version A
DFT (the ωB97M-V functional and the def2-TZVPD basis) results for a cluster of 2 separate species, C5H14N2O in total.

Geometry as ORCA input:
```
! RIJCOSX wB97M-V def2-TZVPD def2/J DEFGRID3
* xyz 0 1
C 0.572 0.510 0.473
O 0.007 0.065 -0.700
C 0.530 2.033 0.590
C 1.251 2.720 -0.565
H 1.626 0.182 0.571
H 0.065 0.054 1.358
H 1.023 2.319 1.523
H -0.516 2.341 0.629
H 1.208 3.807 -0.469
H 0.799 2.451 -1.521
H 2.298 2.419 -0.607
C -1.214 -2.077 0.323
C -0.222 -1.942 -0.638
N 1.059 -2.460 -0.467
N -2.290 -1.098 0.144
H -1.242 -2.634 1.241
H -0.472 -1.811 -1.686
H 1.715 -1.890 -0.977
H 1.307 -2.545 0.506
H -2.476 -0.592 1.003
H -3.161 -1.466 -0.238
H -1.867 -0.385 -0.493
*
```

The orbital gap is 7.460 eV. The LUMO energy comes out at 0.4 eV. For the HOMO energy, the calculation gives -7.1 eV.



Version B
DFT (the ωB97M-V functional and the def2-TZVPD basis) results for the molecule C5H14N2O.

Geometry as ORCA input:
```
! RIJCOSX wB97M-V def2-TZVPD def2/J DEFGRID3
* xyz 0 1
C -0.418 0.280 1.208
N -0.243 -0.727 0.118
C 1.127 -0.596 -0.512
C 2.260 -0.587 0.507
N 2.698 0.817 0.657
C -1.188 -0.684 -0.981
C -2.558 -0.148 -0.574
O -2.472 1.317 -0.502
H -1.185 1.040 1.151
H 0.524 1.011 1.290
H -0.657 -0.296 2.080
H 1.439 -1.384 -1.202
H 1.254 0.446 -0.883
H 3.058 -1.212 0.136
H 2.096 -1.077 1.500
H 3.621 1.073 0.440
H 2.042 1.573 0.794
H -1.280 -1.750 -1.395
H -0.756 0.020 -1.773
H -3.286 -0.339 -1.296
H -2.986 -0.431 0.382
H -3.089 1.654 -1.144
*
```

The structure (SMILES) is CN(CCN)CCO. The orbital gap is 9.101 eV. The LUMO energy comes out at 0.9 eV. For the HOMO energy, the calculation gives -8.2 eV.



Version C
DFT (the ωB97M-V functional and the def2-TZVPD basis) results for a cluster of 2 separate species, C5H14N2O in total.

Geometry as ORCA input:
```
! RIJCOSX wB97M-V def2-TZVPD def2/J DEFGRID3
* xyz 0 1
N -3.039 2.053 1.573
C -1.667 1.930 1.316
C -1.016 1.012 0.605
C 0.274 1.243 -0.113
C 1.290 0.046 -0.223
C 1.296 -0.582 -1.589
N 2.419 -0.156 -2.422
H -3.663 1.582 0.941
H -3.245 2.077 2.568
H -1.165 2.757 1.829
H -1.696 0.335 0.065
H 0.775 2.084 0.385
H 0.150 1.540 -1.160
H 2.222 0.611 -0.080
H 1.311 -0.578 0.669
H 0.349 -0.556 -2.133
H 1.409 -1.677 -1.422
H 2.199 -0.195 -3.400
H 2.761 0.751 -2.119
O 0.120 -4.479 0.913
H 0.995 -4.455 1.319
H -0.090 -3.529 0.996
*
```

The structure (SMILES) is N/C=C/CCCN.O. The orbital gap is 9.243 eV. The LUMO energy comes out at 0.8 eV. For the HOMO energy, the calculation gives -8.4 eV.



Taking the most stable structure as the zero point, the relative energies in kJ/mol are version A 152.9; version B 98.7; version C 0.0.



Version A
DFT (the ωB97M-V functional and the def2-TZVPD basis) results for a cluster of 2 separate species, C5H14N2O in total.

Geometry as ORCA input:
```
! RIJCOSX wB97M-V def2-TZVPD def2/J DEFGRID3
* xyz 0 1
C 0.893 -1.168 -1.735
C -0.227 -1.472 -1.080
C -0.378 -1.900 0.382
C -0.256 -0.697 1.351
N 0.021 -0.900 2.703
C -1.427 0.293 1.144
N -0.956 1.661 1.245
H 1.919 -1.275 -1.443
H 0.585 -0.662 -2.646
H -1.200 -1.246 -1.501
H -1.289 -2.513 0.390
H 0.406 -2.590 0.716
H 0.563 -0.161 0.831
H 0.971 -1.049 3.020
H -0.510 -0.556 3.491
H -2.216 0.128 1.883
H -1.941 0.125 0.201
H -0.057 1.901 0.888
H -1.591 2.433 1.305
O 1.883 2.940 -3.589
H 2.241 2.784 -2.710
H 2.272 3.701 -3.972
*
```

The structure (SMILES) is C=CC[C@H](N)CN.O. The orbital gap is 9.292 eV. The LUMO energy comes out at 0.7 eV. For the HOMO energy, the calculation gives -8.5 eV.



Version B
DFT (the ωB97M-V functional and the def2-TZVPD basis) results for a cluster of 2 separate species, C5H14N2O in total.

Geometry as ORCA input:
```
! RIJCOSX wB97M-V def2-TZVPD def2/J DEFGRID3
* xyz 0 1
C 0.488 -0.063 -0.316
C 0.454 -0.470 1.084
C -1.782 1.210 0.399
C 1.084 1.278 -0.646
C 0.703 -1.124 -1.355
N -1.027 -0.038 0.347
N -1.821 -1.199 0.219
O 2.465 -0.821 0.880
H 3.079 -0.308 1.418
H -2.421 -1.289 1.035
H -2.394 -1.138 -0.619
H 0.372 -1.520 1.325
H 0.591 0.276 1.855
H -2.498 1.169 1.225
H -2.324 1.359 -0.540
H -1.124 2.053 0.583
H 0.647 1.696 -1.555
H 2.150 1.090 -0.772
H 0.996 1.996 0.167
H 1.749 -1.412 -1.201
H 0.100 -2.010 -1.175
H 0.515 -0.737 -2.357
*
```

The orbital gap is 7.825 eV. The LUMO energy comes out at 0.5 eV. For the HOMO energy, the calculation gives -7.3 eV.



Version C
DFT (the ωB97M-V functional and the def2-TZVPD basis) results for the molecule C5H14N2O.

Geometry as ORCA input:
```
! RIJCOSX wB97M-V def2-TZVPD def2/J DEFGRID3
* xyz 0 1
C 2.766 -0.519 -0.115
O 1.588 -0.011 -0.657
C 0.287 -0.328 0.151
C -0.222 -1.694 -0.285
C -0.527 0.898 -0.212
C -1.070 0.929 -1.627
N -1.613 0.744 0.776
N -1.264 0.982 2.157
H 2.862 -1.603 -0.275
H 3.605 -0.014 -0.603
H 2.831 -0.331 0.972
H 0.584 -0.331 1.208
H -1.126 -1.960 0.259
H -0.429 -1.734 -1.351
H 0.537 -2.444 -0.071
H 0.048 1.795 0.032
H -0.224 0.860 -2.306
H -1.620 1.853 -1.788
H -1.737 0.093 -1.821
H -2.228 -0.056 0.648
H -0.921 1.940 2.212
H -2.126 0.931 2.696
*
```

The structure (SMILES) is CO[C@H](C)[C@@H](C)NN. The orbital gap is 8.582 eV. The LUMO energy comes out at 1.1 eV. For the HOMO energy, the calculation gives -7.5 eV.



Taking the most stable structure as the zero point, the relative energies in kJ/mol are version A 0.0; version B 258.3; version C 39.7.



Version A
DFT (the ωB97M-V functional and the def2-TZVPD basis) results for the molecule C5H14N2O.

Geometry as ORCA input:
```
! RIJCOSX wB97M-V def2-TZVPD def2/J DEFGRID3
* xyz 0 1
C 1.435 -0.952 2.480
N 0.132 -1.216 1.798
C -0.658 -0.002 1.512
C -1.143 -0.013 0.019
C -0.500 0.814 -1.094
N -1.531 1.166 -2.033
C 0.652 -0.008 -1.855
O 1.094 0.489 -3.060
H 1.891 -1.930 2.837
H 1.320 -0.453 3.483
H 2.118 -0.381 1.834
H -0.396 -1.953 2.276
H 0.093 0.963 1.670
H -1.437 0.188 2.288
H -2.189 -0.080 0.025
H -0.847 -1.133 -0.247
H -0.070 1.799 -0.717
H -1.240 1.930 -2.611
H -1.825 0.334 -2.577
H 0.252 -1.066 -1.978
H 1.475 0.028 -1.188
H 1.374 1.474 -2.860
*
```

The structure (SMILES) is CNCC[C@H](N)CO. The orbital gap is 9.462 eV. The LUMO energy comes out at 0.8 eV. For the HOMO energy, the calculation gives -8.7 eV.



Version B
DFT (the ωB97M-V functional and the def2-TZVPD basis) results for the molecule C5H14N2O.

Geometry as ORCA input:
```
! RIJCOSX wB97M-V def2-TZVPD def2/J DEFGRID3
* xyz 0 1
C 1.751 -2.225 1.514
N 1.465 -1.152 0.589
C 0.494 -0.206 1.074
C -0.056 0.644 -0.081
C -1.024 1.695 0.519
O -2.018 2.053 -0.426
N -0.698 -0.218 -1.062
C -0.542 0.179 -2.448
H 2.043 -1.823 2.488
H 2.518 -2.862 1.093
H 0.876 -2.853 1.746
H 1.166 -1.523 -0.305
H 0.966 0.498 1.774
H -0.346 -0.693 1.582
H 0.770 1.137 -0.578
H -1.464 1.283 1.416
H -0.437 2.574 0.809
H -2.269 2.977 -0.294
H -1.685 -0.325 -0.878
H 0.475 0.059 -2.792
H -0.835 1.221 -2.630
H -1.152 -0.440 -3.109
*
```

The structure (SMILES) is CNC[C@H](CO)NC. The orbital gap is 9.171 eV. The LUMO energy comes out at 0.8 eV. For the HOMO energy, the calculation gives -8.4 eV.



Version C
DFT (the ωB97M-V functional and the def2-TZVPD basis) results for a cluster of 2 separate species, C5H14N2O in total.

Geometry as ORCA input:
```
! RIJCOSX wB97M-V def2-TZVPD def2/J DEFGRID3
* xyz 0 1
C 1.295 -2.542 2.115
C 0.222 -1.964 1.626
C -0.195 -1.771 0.211
C -1.034 -0.632 -0.256
N -0.269 0.665 -0.455
C -1.119 1.758 -0.002
N -0.766 2.862 -0.944
H 1.284 -2.702 3.161
H 1.929 -2.932 1.556
H -0.570 -1.488 2.318
H -0.837 -2.649 0.074
H 0.639 -2.103 -0.428
H -1.889 -0.464 0.443
H -1.505 -0.919 -1.305
H 0.651 0.649 -0.268
H -0.962 2.287 1.077
H -2.184 1.434 -0.106
H -1.233 2.845 -1.703
H 0.139 3.159 -1.020
O 2.286 1.802 -1.841
H 1.299 1.755 -1.893
H 2.817 0.954 -2.361
*
```

The structure (SMILES) is C=CCCNCN.O. The orbital gap is 9.277 eV. The LUMO energy comes out at 0.8 eV. For the HOMO energy, the calculation gives -8.5 eV.



Version D
DFT (the ωB97M-V functional and the def2-TZVPD basis) results for a cluster of 3 separate species, C5H14N2O in total.

Geometry as ORCA input:
```
! RIJCOSX wB97M-V def2-TZVPD def2/J DEFGRID3
* xyz 0 1
C 1.296 1.038 -0.233
C 1.755 -0.046 -1.090
C -0.958 1.421 -0.575
C 1.378 0.905 1.241
H 1.310 2.041 -0.636
H 2.521 -0.643 -0.585
H 2.109 0.303 -2.059
H 0.937 -0.797 -1.296
H 0.931 -0.042 1.552
H -0.738 2.364 -0.082
H -0.836 1.495 -1.652
H -2.007 1.189 -0.348
H 2.439 0.876 1.520
H 0.903 1.732 1.767
N -0.943 -1.111 0.399
N -1.973 -1.087 1.376
C -1.026 -2.018 -0.566
O -0.346 -2.015 -1.610
H -0.641 0.329 -0.106
H -1.599 -1.401 2.266
H -2.746 -1.702 1.125
H -1.767 -2.831 -0.408
*
```

The orbital gap (alpha / beta) is 6.846 / 6.847 eV. The LUMO energy (alpha / beta) comes out at -0.7 / -0.6 eV. For the HOMO energy (alpha / beta), the calculation gives -7.5 / -7.5 eV.



Taking the most stable structure as the zero point, the relative energies in kJ/mol are version A 126.5; version B 0.0; version C 313.0; version D 379.1.



Version A
DFT (the ωB97M-V functional and the def2-TZVPD basis) results for the molecule C5H14N2O.

Geometry as ORCA input:
```
! RIJCOSX wB97M-V def2-TZVPD def2/J DEFGRID3
* xyz 0 1
C -0.001 1.442 -1.024
N 0.227 0.054 -1.469
C 1.075 0.112 -2.764
C 0.569 -0.930 -0.478
C 0.196 -0.489 0.998
N 0.292 -1.864 1.623
C -1.187 0.015 1.523
O -1.194 1.494 1.398
H -0.984 1.432 -0.588
H 0.745 1.769 -0.350
H -0.158 2.121 -1.901
H 0.595 1.123 -3.314
H 2.084 0.416 -2.606
H 1.026 -0.829 -3.193
H 1.703 -1.186 -0.351
H 0.126 -1.975 -0.586
H 0.987 0.116 1.415
H 0.647 -1.950 2.545
H -0.419 -2.547 1.373
H -1.958 -0.473 0.929
H -1.263 -0.157 2.559
H -1.125 1.960 2.287
*
```

The structure (SMILES) is CN(C)C[C@H](N)CO. The orbital gap is 8.676 eV. The LUMO energy comes out at 0.8 eV. For the HOMO energy, the calculation gives -7.9 eV.



Version B
DFT (the ωB97M-V functional and the def2-TZVPD basis) results for a structure of composition C5H14N2O.

Geometry as ORCA input:
```
! RIJCOSX wB97M-V def2-TZVPD def2/J DEFGRID3
* xyz 0 1
C 0.930 -0.668 1.717
C 0.471 0.988 -0.166
C 0.015 0.255 0.955
N 1.845 0.970 -0.557
N -1.120 0.722 1.641
O -0.085 2.286 -0.246
H 0.157 2.639 -1.112
H 2.152 0.069 -0.889
H 2.490 1.329 0.140
H -1.380 1.667 1.397
H -1.138 0.546 2.633
H 1.668 -0.103 2.298
H 0.352 -1.282 2.410
H 1.465 -1.339 1.045
C -0.861 -0.641 -2.050
C -1.201 -1.531 -0.948
H -0.854 -0.958 0.046
H -2.262 -1.715 -0.810
H -1.654 0.005 -2.409
H -0.282 -1.067 -2.863
H -0.097 0.272 -1.333
H -0.609 -2.443 -0.898
*
```

The orbital gap is 7.849 eV. The LUMO energy comes out at 0.9 eV. For the HOMO energy, the calculation gives -7.0 eV.



Version C
DFT (the ωB97M-V functional and the def2-TZVPD basis) results for the molecule C5H14N2O.

Geometry as ORCA input:
```
! RIJCOSX wB97M-V def2-TZVPD def2/J DEFGRID3
* xyz 0 1
C -0.127 1.145 -1.693
C 0.101 -0.205 -1.005
C 1.595 -0.649 -1.283
C -0.179 -0.232 0.514
C 0.726 0.683 1.346
N -0.110 -1.582 1.014
N -1.675 0.146 0.632
O -2.108 -0.156 1.997
H 0.141 1.082 -2.754
H 0.477 1.940 -1.247
H -1.177 1.444 -1.637
H -0.544 -0.945 -1.497
H 1.702 -0.851 -2.353
H 1.869 -1.563 -0.751
H 2.305 0.139 -1.015
H 0.392 0.736 2.390
H 0.745 1.708 0.965
H 1.760 0.322 1.360
H -0.860 -2.105 0.563
H -0.379 -1.550 1.995
H -1.739 1.168 0.623
H -2.917 -0.676 1.835
*
```

The structure (SMILES) is CC(C)[C@](C)(N)NO. The orbital gap is 10.581 eV. The LUMO energy comes out at 1.0 eV. For the HOMO energy, the calculation gives -9.6 eV.



Version D
DFT (the ωB97M-V functional and the def2-TZVPD basis) results for a cluster of 2 separate species, C5H14N2O in total.

Geometry as ORCA input:
```
! RIJCOSX wB97M-V def2-TZVPD def2/J DEFGRID3
* xyz 0 1
C 0.979 -0.634 0.786
C 0.863 0.112 -0.507
C 0.437 -0.608 -1.596
N 0.329 -1.998 -1.585
C 0.994 1.597 -0.493
C 0.219 2.471 0.524
N -1.033 1.945 1.175
H 0.065 -0.456 1.333
H 1.951 -0.466 1.250
H 1.163 -1.787 0.607
H 0.431 -0.029 -2.503
H -0.093 -2.570 -0.900
H -0.100 -2.322 -2.608
H 0.633 1.905 -1.503
H 2.079 1.902 -0.481
H 0.981 2.606 1.278
H -0.113 3.417 0.133
H -1.560 1.507 0.492
H -0.864 1.288 1.909
O -2.704 -2.552 0.707
H -2.686 -3.391 1.046
H -1.974 -1.936 0.936
*
```

The structure (SMILES) is C/C(=C\N)CCN.O. The orbital gap is 8.424 eV. The LUMO energy comes out at 0.6 eV. For the HOMO energy, the calculation gives -7.8 eV.



Taking the most stable structure as the zero point, the relative energies in kJ/mol are version A 180.8; version B 145.6; version C 0.0; version D 81.1.